{"formula": "C23H32N2O4", "method": "ωB97M-V with the def2-TZVPD basis set", "total_charge": 0, "energy_ha": -1306.11548, "de_lowest_ev": 1.6295, "gap_ha": 0.33427, "smiles": "COc1cc(C(=O)NCCC2=CCCCC2)ccc1OC1CCN(C(C)=O)CC1", "homo_ha": -0.3090, "symbols": ["O", "O", "O", "O", "N", "N", "C", "C", "C", "C", "C", "C", "C", "C", "C", "C", "C", "C", "C", "C", "C", "C", "C", "C", "C", "C", "C", "C", "C", "H", "H", "H", "H", "H", "H", "H", "H", "H", "H", "H", "H", "H", "H", "H", "H", "H", "H", "H", "H", "H", "H", "H", "H", "H", "H", "H", "H", "H", "H", "H", "H"], "xyz": [[2.6832, -1.2509, -1.1091], [-2.2733, -2.1503, -0.6235], [-3.0395, -0.3402, 1.4852], [-7.0393, 2.4725, -1.6373], [3.3170, -0.5833, 0.9501], [-6.5548, 0.5853, -0.5196], [-0.8071, 0.2210, 1.7359], [0.5401, 0.1279, 1.4528], [5.2636, 0.8868, 0.5892], [0.0209, -1.4654, -0.2577], [6.9187, 0.8489, -1.3456], [8.3412, 0.4184, -1.6885], [-5.4135, 0.3149, -1.3697], [0.9677, -0.7233, 0.4427], [-4.1556, -0.5258, 0.6249], [6.6984, 0.9011, 0.1402], [-1.3320, -1.3991, 0.0317], [-8.3909, 1.9978, 0.2735], [7.7051, 0.9440, 1.0019], [-6.6519, -0.3221, 0.5974], [2.3862, -0.8699, 0.0093], [9.1511, 0.9391, 0.6115], [-1.7634, -0.5218, 1.0481], [9.3339, 1.2391, -0.8734], [4.7281, -0.5521, 0.6543], [-4.1153, 0.4273, -0.5730], [-1.8555, -2.9663, -1.6933], [-5.3964, -0.2275, 1.4680], [-7.2701, 1.7229, -0.7083], [1.2311, 0.7538, 1.9974], [4.6500, 1.4516, -0.1163], [7.5071, 0.9733, 2.0659], [4.8500, -1.0433, -0.3133], [-8.0024, 2.1214, 1.2818], [9.5737, -0.0446, 0.8454], [-9.1217, 1.1925, 0.2633], [10.3582, 1.0140, -1.1765], [-1.3783, -2.3803, -2.4841], [-5.5103, -0.6954, -1.7831], [-1.1712, -3.7505, -1.3565], [9.1539, 2.3008, -1.0548], [-4.1955, -1.5628, 0.2708], [-5.3033, 0.7784, 1.8806], [3.0236, -0.2607, 1.8571], [-7.5371, -0.1092, 1.1924], [5.2770, -1.1175, 1.4137], [-1.1634, 0.8858, 2.5071], [-5.4569, -0.9329, 2.2969], [-5.4297, 1.0412, -2.1836], [8.5234, 0.5498, -2.7567], [-6.7402, -1.3429, 0.2036], [-3.9952, 1.4497, -0.2081], [0.3922, -2.1063, -1.0410], [5.1714, 1.3471, 1.5760], [6.1967, 0.1670, -1.8001], [6.7255, 1.8436, -1.7620], [-3.2679, 0.1904, -1.2162], [-8.8789, 2.9197, -0.0309], [-2.7649, -3.4239, -2.0805], [8.4684, -0.6399, -1.4511], [9.6951, 1.6709, 1.2148]], "atomic_forces_ev_per_a": [[-0.0152, -0.0740, -0.2327], [0.0450, 0.3207, 0.4177], [0.1765, -0.2274, 0.1410], [-0.0097, 0.3397, -0.1790], [0.0453, 0.0953, 0.2901], [0.1899, -0.2746, -0.1458], [-0.2237, -0.1255, -0.0833], [0.1009, -0.1594, -0.1596], [0.1379, -0.2696, 0.0769], [0.0715, 0.0004, -0.0069], [0.2425, -0.1619, -0.0359], [-0.0430, 0.2741, -0.0945], [0.2470, 0.2443, -0.2319], [-0.4070, 0.0414, -0.0475], [-0.5725, 0.2358, -0.3174], [-0.2655, 0.1710, 0.0369], [-0.1202, -0.0035, 0.0083], [0.0430, 0.1776, -0.1890], [0.1646, -0.0388, 0.0897], [0.0566, -0.0020, 0.3668], [0.0547, -0.0086, 0.1947], [0.0836, 0.0750, -0.1346], [0.2104, 0.1130, 0.0160], [0.0563, -0.2584, 0.0671], [0.1391, 0.1688, -0.1750], [-0.0141, -0.3097, 0.1527], [0.0580, -0.1504, -0.1733], [0.2079, -0.2072, -0.1836], [-0.3224, -0.0257, 0.1545], [0.0687, 0.0650, 0.0443], [-0.0652, 0.0368, 0.0240], [-0.1765, 0.0137, 0.1381], [0.0587, -0.0180, 0.1555], [-0.0254, -0.0463, 0.1287], [0.0947, 0.0373, 0.0359], [-0.0508, -0.0767, 0.0892], [0.0097, 0.0776, -0.0107], [0.0033, -0.0206, 0.0327], [-0.0142, 0.0231, -0.0329], [-0.0075, 0.0393, -0.0243], [0.0337, 0.0697, -0.0299], [-0.0215, 0.1949, 0.0857], [-0.0288, 0.0569, 0.0433], [-0.0891, -0.1004, -0.0956], [0.0157, -0.0607, -0.0743], [-0.0074, 0.0321, -0.1095], [-0.0672, 0.0817, 0.0630], [0.0062, -0.0266, 0.0508], [0.0052, -0.2039, 0.0689], [0.0032, -0.0814, -0.0101], [-0.0892, 0.0395, 0.0661], [0.0050, 0.0396, 0.0043], [-0.0135, -0.0516, -0.0936], [-0.0423, 0.0540, -0.0107], [-0.0781, 0.0357, -0.0439], [-0.0892, -0.0153, -0.0546], [0.0474, 0.0112, -0.0247], [0.0406, -0.0216, -0.0153], [0.0938, 0.0008, -0.0108], [0.0138, -0.0809, -0.0368], [0.0287, -0.0652, 0.0248]], "mulliken_charge": [-0.7007, -0.3525, -0.4636, -0.6553, -0.1174, 0.1096, -0.8738, -0.8766, -1.2027, -0.4225, -0.4496, -0.7949, -1.1878, 0.1375, 0.1807, 0.7324, 0.9507, -1.3695, -0.5703, -0.9941, 0.4441, -0.6239, 0.3992, -0.7293, -0.7555, -0.2922, -1.0353, -0.5868, 1.1576, 0.3292, 0.2987, 0.3455, 0.3848, 0.3260, 0.2885, 0.3454, 0.3147, 0.4175, 0.2994, 0.3480, 0.3208, 0.1807, 0.2549, 0.2508, 0.5097, 0.3019, 0.4419, 0.4119, 0.4670, 0.3200, 0.2620, 0.2256, 0.5811, 0.4297, 0.3436, 0.3091, 0.3781, 0.3333, 0.2530, 0.3044, 0.3654]}